(1)
{"formula": "CH4BrClOSi", "method": "ωB97M-V/def2-TZVPD", "homo_ev": [-5.2, -10.8], "gap_ha": [0.1857, 0.2334], "multiplicity": 3, "elements": ["C", "O", "Si", "Cl", "Br", "H", "H", "H", "H"], "positions_angstrom": [[-1.0757, 0.6416, 0.4026], [1.6282, -1.2292, -1.0539], [0.8820, -0.0744, -0.0881], [-1.5469, 2.2749, -0.2413], [-2.4025, -0.8026, 0.0813], [1.2001, -1.9675, -1.3154], [0.8621, -0.6619, 1.1776], [-1.3039, 0.7370, 1.4220], [1.7566, 1.0822, -0.3849]], "forces_ev_per_a": [[-1.988, 2.728, 0.226], [2.623, 3.812, 1.321], [0.649, -0.712, -3.575], [0.911, -1.876, -0.025], [0.463, -0.155, -0.777], [-2.184, -3.675, -1.103], [-0.377, -0.463, 1.897], [0.526, 0.096, 1.613], [-0.623, 0.245, 0.423]]}


(2)
{"formula": "C5H8N2O", "method": "ωB97M-V/def2-TZVPD", "homo_ev": -8.7, "gap_ha": 0.3471, "smiles": "C=N/N=C\\C(=C)OC", "elements": ["C", "N", "N", "C", "C", "C", "O", "C", "H", "H", "H", "H", "H", "H", "H", "H"], "positions_angstrom": [[-2.1246, -0.3002, -1.1515], [-2.0552, 0.2129, 0.0098], [-1.6791, -0.5577, 1.0050], [-0.4162, -0.8708, 1.0995], [0.6168, -0.5663, 0.1104], [1.2322, -1.5614, -0.5640], [1.0345, 0.6966, -0.1047], [0.4649, 1.7098, 0.7260], [-2.7949, 0.3586, -1.8946], [-1.8014, -1.3472, -1.2281], [-0.0158, -1.3096, 2.0911], [1.8421, -1.2371, -1.4311], [1.0568, -2.6166, -0.5644], [-0.6106, 1.7408, 0.4503], [0.9154, 2.6189, 0.3706], [0.4993, 1.6711, 1.7996]], "forces_ev_per_a": [[-2.253, 1.416, -0.730], [-1.011, 0.601, -1.635], [3.034, -1.229, 2.042], [-1.212, 0.099, 2.440], [1.338, -1.633, -0.882], [0.105, 1.547, -1.296], [0.146, 0.214, 0.723], [-1.805, 0.572, -1.685], [2.204, -1.859, 1.176], [-0.387, 0.316, -0.815], [-1.187, 0.271, -1.743], [0.026, -0.141, 0.872], [-0.544, -0.228, 0.590], [0.580, 0.409, 0.376], [0.236, 0.393, 0.072], [0.729, -0.748, 0.496]]}


(3)
{"formula": "C14H25FP2Pd", "method": "ωB97M-V/def2-TZVPD", "homo_ev": -7.8, "gap_ha": 0.3044, "elements": ["Pd", "C", "P", "C", "C", "C", "C", "C", "C", "C", "P", "C", "C", "H", "H", "H", "H", "H", "H", "H", "H", "H", "H", "H", "H", "H", "H", "H", "H", "F", "C", "C", "C", "C", "H", "H", "H", "H", "H", "H", "H", "H", "H"], "positions_angstrom": [[0.5058, -1.1364, -0.6879], [-0.7231, -0.1390, 2.2913], [-0.0685, 0.4781, 0.7046], [1.0245, 1.8335, 1.2371], [-1.5124, 1.3968, 0.0093], [-2.0142, 2.5558, 0.6012], [-3.1189, 3.1991, 0.0666], [-3.7432, 2.6902, -1.0672], [-3.2564, 1.5368, -1.6585], [-2.1442, 0.8882, -1.1282], [-1.4161, -0.6170, -1.8455], [-2.7881, -1.8119, -1.8995], [-1.1225, -0.2543, -3.5996], [-1.1440, 0.6690, 2.8922], [0.0879, -0.6176, 2.8408], [-1.4920, -0.8849, 2.0941], [0.5261, 2.4820, 1.9560], [1.3355, 2.4188, 0.3719], [1.9121, 1.4153, 1.7073], [-1.5489, 2.9663, 1.4878], [-3.4940, 4.1000, 0.5342], [-4.6050, 3.1933, -1.4858], [-3.7431, 1.1408, -2.5426], [-3.6358, -1.4274, -2.4687], [-3.1095, -2.0494, -0.8861], [-2.4191, -2.7242, -2.3689], [-2.0427, -0.0740, -4.1569], [-0.5974, -1.1219, -4.0025], [-0.4657, 0.6109, -3.6827], [0.8244, -2.5749, -2.0486], [3.6225, -2.2994, 2.2453], [2.9458, -1.2013, 1.4228], [3.9664, -0.1393, 1.0223], [2.2517, -1.7808, 0.1894], [4.1318, -1.8909, 3.1225], [4.3645, -2.8248, 1.6384], [2.8931, -3.0366, 2.5862], [2.2107, -0.7313, 2.0864], [4.7945, -0.6085, 0.4854], [4.3809, 0.3846, 1.8877], [3.5204, 0.5968, 0.3488], [1.9686, -2.8259, 0.3632], [2.9375, -1.7847, -0.6635]], "forces_ev_per_a": [[-0.073, 0.225, -0.027], [0.003, 0.064, 0.000], [-0.042, -0.052, 0.039], [0.081, -0.061, -0.053], [-0.026, -0.035, 0.066], [-0.040, -0.012, -0.005], [0.007, -0.026, -0.025], [0.033, -0.011, 0.032], [-0.031, 0.036, 0.012], [0.056, 0.026, -0.006], [0.021, -0.129, -0.126], [0.027, 0.015, 0.003], [0.008, 0.016, 0.021], [0.004, -0.007, -0.001], [-0.007, -0.004, 0.003], [-0.001, 0.007, -0.005], [-0.029, 0.027, 0.002], [-0.013, -0.016, 0.003], [0.001, -0.020, -0.003], [0.022, 0.003, 0.020], [-0.007, 0.000, -0.003], [0.000, 0.006, 0.003], [0.007, 0.001, 0.000], [-0.004, -0.003, -0.001], [0.001, 0.002, -0.001], [0.026, 0.004, 0.009], [-0.002, -0.003, 0.002], [-0.017, 0.005, -0.019], [-0.001, -0.003, -0.004], [-0.003, -0.028, -0.011], [0.034, -0.002, -0.026], [0.006, -0.004, -0.042], [-0.047, 0.026, -0.040], [0.026, -0.059, 0.182], [0.002, 0.005, -0.002], [-0.004, 0.004, -0.006], [0.004, 0.006, 0.000], [-0.043, 0.007, 0.037], [-0.002, 0.007, -0.006], [0.002, -0.006, 0.005], [0.034, -0.002, 0.004], [-0.019, 0.030, -0.011], [0.007, -0.038, -0.018]]}